[1]
143
Properties=species:S:1:pos:R:3 method="wB97M-V/def2-TZVPD" gap_ev=4.147 multiplicity=1 homo_energy_ev=-2.51 charge=-1 largest_force_ev_per_a=1.988
C 5.17 0.88 1.03
C 4.44 0.06 -0.10
C 3.85 0.95 -1.26
C 2.30 0.76 -1.34
N 1.57 1.59 -0.37
C 0.19 1.09 -0.36
O 0.12 -0.10 0.54
C -0.70 -1.06 -0.14
C -1.79 -1.76 0.76
C -3.11 -1.82 -0.08
O -1.99 -1.13 2.02
P -0.96 2.30 0.44
C -0.85 3.98 -0.38
O -2.53 1.75 -0.08
H 5.29 1.95 0.79
H 4.54 0.84 1.94
H 6.15 0.43 1.26
H 3.59 -0.45 0.38
H 5.15 -0.71 -0.49
H 4.16 2.00 -1.20
H 4.29 0.55 -2.20
H 1.93 0.92 -2.37
H 2.11 -0.33 -1.14
H 2.01 1.45 0.54
H 0.00 -1.83 -0.55
H -1.21 -0.61 -1.01
H -1.48 -2.81 0.90
H -2.96 -2.60 -0.85
H -3.97 -2.14 0.54
H -3.31 -0.85 -0.58
H -2.12 -0.19 1.90
H -1.89 4.36 -0.44
H -0.32 4.66 0.31
H -0.43 3.97 -1.40
H -3.03 1.48 0.69
C -6.12 -0.58 2.47
O -5.40 -1.71 1.99
H -6.54 -0.05 1.62
H -6.93 -0.90 3.13
H -5.44 0.09 3.01
H -5.03 -2.16 2.75
C 5.42 -1.97 -3.45
O 6.03 -2.17 -2.17
H 5.69 -0.99 -3.82
H 5.78 -2.73 -4.15
H 4.33 -2.03 -3.36
H 5.77 -3.04 -1.87
C 7.67 -5.16 -2.93
O 6.65 -5.06 -3.91
H 8.19 -4.20 -2.86
H 7.24 -5.41 -1.96
H 8.39 -5.93 -3.22
H 6.21 -5.92 -3.95
C -2.69 3.80 -4.08
O -3.10 4.25 -2.79
H -3.08 4.49 -4.82
H -1.60 3.78 -4.14
H -3.09 2.80 -4.26
H -2.75 3.63 -2.14
C -5.48 5.64 -6.21
O -4.78 5.73 -7.45
H -4.91 6.16 -5.45
H -6.47 6.10 -6.31
H -5.59 4.59 -5.93
H -5.29 5.27 -8.11
C -0.14 1.12 3.90
O -0.78 0.10 4.66
H 0.43 1.76 4.57
H 0.53 0.67 3.17
H -0.89 1.72 3.38
H -1.27 -0.45 4.03
C -3.36 1.40 6.91
O -3.81 0.05 6.94
H -4.16 2.04 7.29
H -2.48 1.51 7.54
H -3.12 1.69 5.89
H -3.09 -0.49 6.59
C 9.07 -0.49 -1.53
O 8.05 -0.38 -2.51
H 9.59 0.46 -1.48
H 8.63 -0.71 -0.55
H 9.78 -1.27 -1.80
H 7.59 -1.24 -2.54
C -7.74 5.46 -2.94
O -6.89 4.79 -3.86
H -8.76 5.41 -3.32
H -7.70 4.97 -1.96
H -7.45 6.51 -2.84
H -5.99 4.84 -3.50
C 6.59 -8.26 -5.98
O 6.12 -7.89 -4.69
H 6.19 -7.56 -6.71
H 7.68 -8.21 -6.01
H 6.26 -9.27 -6.24
H 6.49 -8.52 -4.06
C -1.16 -3.49 4.65
O -0.04 -4.00 5.38
H -1.94 -4.25 4.64
H -1.53 -2.59 5.13
H -0.86 -3.27 3.62
H 0.64 -3.32 5.37
C -8.55 2.46 0.27
O -7.44 1.96 1.00
H -9.35 1.72 0.31
H -8.91 3.39 0.70
H -8.27 2.62 -0.78
H -6.75 2.62 0.95
C -1.18 -1.87 8.18
O -1.31 -3.29 8.22
H -1.55 -1.46 9.11
H -0.13 -1.61 8.05
H -1.76 -1.48 7.35
H -0.98 -3.63 7.38
C -3.24 6.59 -10.27
O -2.37 5.92 -11.18
H -4.25 6.55 -10.66
H -3.21 6.09 -9.29
H -2.94 7.64 -10.16
H -1.48 5.97 -10.81
C 1.18 -2.72 11.22
O 1.91 -2.60 10.01
H 1.73 -2.21 12.01
H 0.20 -2.25 11.11
H 1.06 -3.77 11.49
H 1.40 -3.06 9.33
C 5.27 -0.27 -7.21
O 4.68 -1.35 -6.49
H 5.79 0.37 -6.50
H 5.99 -0.66 -7.94
H 4.50 0.31 -7.72
H 4.23 -1.91 -7.13
C 1.16 0.76 -6.17
O 1.88 -0.18 -6.96
H 0.33 1.15 -6.76
H 0.76 0.27 -5.28
H 1.81 1.58 -5.87
H 2.61 -0.51 -6.43
C -2.02 -2.42 13.61
O -0.75 -3.07 13.61
H -2.12 -1.87 12.68
H -2.82 -3.16 13.68
H -2.08 -1.73 14.45
H -0.67 -3.55 14.44



[2]
63
Properties=species:S:1:pos:R:3 method="wB97M-V/def2-TZVPD" gap_ev=5.684 smiles="CC[C@H](Cl)c1cc2c(cc1O)C(=O)c1c(c(CCCS(=O)(=O)O)c(CC=O)c(-c3cccnc3)c1C(=O)[O-])C2=O" de_lowest_kj_mol=1022.8 multiplicity=1 homo_energy_ev=-4.61 charge=-1 largest_force_ev_per_a=6.138
C -3.37 -4.54 6.11
C -2.01 -4.78 5.25
C -2.22 -4.07 3.83
Cl -2.31 -5.23 2.40
C -1.13 -2.95 3.47
C -1.66 -1.72 2.65
C -0.71 -0.59 2.19
C 0.80 -0.72 2.63
C 1.39 -1.90 3.43
C 0.39 -3.03 3.84
O 0.93 -4.15 4.55
C 1.76 0.49 2.17
O 2.65 0.84 2.98
C 1.44 1.15 0.77
C -0.07 1.26 0.30
C -0.38 1.91 -1.07
C -1.89 2.01 -1.59
C -2.61 0.55 -1.58
C -3.48 0.29 -2.91
S -3.98 -1.48 -3.16
O -2.96 -2.45 -2.59
O -4.13 -1.71 -4.64
O -5.49 -1.73 -2.45
C 0.81 2.47 -1.95
C 0.56 3.16 -3.39
C 0.61 2.04 -4.57
O 1.25 0.96 -4.48
C 2.29 2.39 -1.47
C 3.54 2.97 -2.26
C 4.16 2.22 -3.50
C 5.41 2.98 -4.05
C 5.97 4.31 -3.51
N 5.38 4.93 -2.38
C 4.24 4.27 -1.84
C 2.61 1.70 -0.09
C 4.14 1.59 0.37
O 4.68 2.33 1.25
O 4.88 0.60 -0.26
C -1.15 0.69 1.32
O -2.28 1.20 1.49
H -3.56 -3.42 6.32
H -3.28 -5.08 7.13
H -4.26 -4.96 5.52
H -1.90 -5.91 5.06
H -1.16 -4.36 5.89
H -3.24 -3.52 3.86
H -2.77 -1.65 2.35
H 2.50 -1.90 3.67
H 0.69 -4.95 4.01
H -1.89 2.37 -2.68
H -2.45 2.78 -0.97
H -3.31 0.50 -0.67
H -1.78 -0.24 -1.50
H -2.99 0.72 -3.85
H -4.47 0.89 -2.76
H -5.60 -2.68 -2.20
H -0.45 3.67 -3.46
H 1.43 3.89 -3.66
H 0.06 2.29 -5.55
H 3.78 1.23 -3.90
H 5.95 2.51 -4.95
H 6.90 4.79 -3.96
H 3.77 4.79 -0.92



[3]
67
Properties=species:S:1:pos:R:3 method="wB97M-V/def2-TZVPD" gap_ev=7.931 smiles="C[C@@H]1COC(=O)O1.C[C@@H]1COC(=O)O1.C[C@@H]1COC(=O)O1.CCCCCCCBP(O)Br" multiplicity=1 homo_energy_ev=-9.09 charge=0 largest_force_ev_per_a=3.580
C -4.34 0.03 -1.91
C -5.53 -0.91 -1.94
C -5.99 -1.26 -3.33
O -7.36 -1.54 -3.14
C -7.76 -0.81 -2.05
O -8.92 -0.65 -1.72
O -6.68 -0.28 -1.39
H -4.01 0.18 -0.88
H -3.50 -0.38 -2.49
H -4.60 1.01 -2.31
H -5.32 -1.81 -1.35
H -5.47 -2.14 -3.72
H -5.89 -0.44 -4.04
C -10.11 -1.88 0.79
C -11.31 -2.17 1.67
C -11.95 -0.94 2.23
O -12.53 -1.41 3.44
C -11.78 -2.49 3.83
O -11.87 -3.02 4.92
O -10.92 -2.87 2.85
H -9.73 -2.81 0.35
H -10.37 -1.20 -0.02
H -9.28 -1.46 1.37
H -12.03 -2.79 1.14
H -12.72 -0.53 1.57
H -11.23 -0.15 2.48
C 8.54 -3.92 -2.13
C 8.39 -2.52 -2.70
C 9.23 -1.50 -2.00
O 8.49 -0.30 -2.21
C 7.19 -0.68 -2.36
O 6.24 0.10 -2.36
O 7.07 -2.03 -2.50
H 7.97 -4.64 -2.72
H 9.59 -4.23 -2.12
H 8.14 -3.98 -1.11
H 8.59 -2.53 -3.78
H 10.23 -1.41 -2.43
H 9.32 -1.66 -0.92
C 8.01 1.22 1.47
C 7.28 1.82 0.11
C 6.39 3.16 0.54
C 4.88 2.58 0.88
C 4.08 3.44 2.04
C 2.78 2.47 2.49
C 1.35 3.16 2.01
B 0.33 1.91 1.67
P -0.74 1.70 0.10
O 0.27 1.29 -1.28
Br -2.00 -0.21 0.47
H 9.04 1.77 1.57
H 7.39 1.44 2.44
H 8.19 0.05 1.35
H 8.03 2.07 -0.76
H 6.49 0.99 -0.22
H 6.89 3.73 1.44
H 6.28 3.90 -0.36
H 5.05 1.50 1.35
H 4.28 2.45 -0.12
H 4.75 3.71 2.98
H 3.71 4.47 1.57
H 2.86 1.45 1.87
H 2.81 2.18 3.62
H 1.48 3.92 1.12
H 0.92 3.69 2.98
H 0.25 1.06 2.49
H 1.18 1.11 -0.86



[4]
114
Properties=species:S:1:pos:R:3 method="wB97M-V/def2-TZVPD" gap_ev=4.936 de_lowest_kj_mol=39.7 multiplicity=1 homo_energy_ev=-2.88 charge=-1 largest_force_ev_per_a=0.721
Rb 0.92 0.04 0.10
O 1.64 -0.21 -4.93
C 1.46 0.40 -3.74
O 0.47 0.25 -3.08
C 2.62 1.30 -3.37
O 2.67 1.39 -1.98
C 2.84 2.69 -1.42
C 2.04 2.66 -0.10
O 2.67 2.40 0.94
O 0.79 2.78 -0.21
H 0.90 -0.83 -5.04
H 2.41 2.26 -3.84
H 3.54 0.89 -3.79
H 2.43 3.45 -2.09
H 3.90 2.88 -1.22
O -1.87 0.86 1.03
C -2.36 0.94 2.35
C -2.32 -0.46 2.90
C -3.44 -1.27 2.94
C -3.30 -2.58 3.38
C -2.05 -3.03 3.76
C -0.98 -2.15 3.69
N -1.11 -0.89 3.28
H -1.79 1.77 0.69
H -3.38 1.33 2.37
H -1.73 1.58 2.97
H -4.39 -0.89 2.60
H -4.16 -3.24 3.41
H -1.89 -4.05 4.09
H 0.02 -2.46 3.96
C -4.60 0.99 -4.36
C -3.77 0.12 -3.42
C -2.57 0.85 -2.85
N -3.02 1.96 -2.02
C -2.28 2.95 -1.50
S -2.79 3.83 -0.18
N -1.05 3.20 -2.10
C -0.78 3.38 -3.42
O 0.37 3.42 -3.84
C -1.91 3.61 -4.38
C -1.76 3.13 -5.68
C -2.76 3.34 -6.62
C -3.90 4.05 -6.27
C -4.04 4.55 -4.98
C -3.05 4.33 -4.04
H -5.47 0.45 -4.74
H -4.00 1.32 -5.22
H -4.96 1.89 -3.87
H -3.41 -0.76 -3.94
H -4.39 -0.25 -2.60
H -1.94 1.22 -3.66
H -1.95 0.17 -2.26
H -3.89 1.82 -1.53
H -0.22 3.18 -1.44
H -0.86 2.59 -5.93
H -2.65 2.95 -7.62
H -4.68 4.22 -7.00
H -4.92 5.12 -4.71
H -3.16 4.72 -3.03
C 0.47 -6.16 0.24
C 1.01 -4.73 0.24
C 0.94 -4.20 1.69
C 2.50 -4.79 -0.09
Si 0.15 -3.36 -0.94
C 0.75 -3.82 -2.81
C -0.19 -3.13 -3.81
C 2.12 -3.16 -3.02
C 0.87 -5.29 -3.22
C -1.81 -3.79 -0.92
C -2.56 -2.57 -1.46
C -2.31 -5.03 -1.68
C -2.28 -3.92 0.53
H 1.07 -6.80 0.90
H 0.48 -6.61 -0.76
H -0.56 -6.21 0.60
H 1.50 -4.88 2.36
H -0.08 -4.13 2.07
H 1.40 -3.21 1.77
H 3.03 -5.36 0.69
H 2.95 -3.79 -0.13
H 2.70 -5.29 -1.04
H -0.36 -2.09 -3.54
H -1.16 -3.62 -3.89
H 0.27 -3.17 -4.82
H 2.08 -2.09 -2.76
H 2.43 -3.25 -4.07
H 2.90 -3.60 -2.40
H -0.06 -5.83 -3.10
H 1.63 -5.81 -2.63
H 1.17 -5.36 -4.27
H -2.31 -2.34 -2.50
H -2.34 -1.68 -0.86
H -3.65 -2.74 -1.41
H -2.15 -4.95 -2.75
H -3.40 -5.15 -1.53
H -1.83 -5.94 -1.34
H -1.93 -3.08 1.13
H -1.95 -4.84 1.01
H -3.38 -3.91 0.57
C 5.97 1.50 0.69
C 6.02 0.62 1.94
C 4.65 0.38 2.49
N 3.86 -0.54 2.04
N 2.60 -0.49 2.59
C 2.47 0.47 3.45
N 1.33 0.71 4.16
S 3.92 1.39 3.69
H 6.97 1.73 0.33
H 5.44 2.43 0.90
H 5.41 0.99 -0.10
H 6.65 1.08 2.70
H 6.45 -0.36 1.70
H 0.50 0.23 3.79
H 1.17 1.67 4.38



[5]
12
Properties=species:S:1:pos:R:3 method="wB97M-V/def2-TZVPD" gap_ev=10.795 de_lowest_kj_mol=115.6 multiplicity=1 homo_energy_ev=-11.24 charge=0 largest_force_ev_per_a=4.689
O 3.34 1.26 0.38
N 2.22 1.22 0.02
O 1.45 2.08 -0.28
N 1.59 -0.18 -0.24
N 2.30 -1.20 -0.06
O 3.45 -1.33 0.20
O 1.60 -2.30 -0.39
H 0.64 -2.16 -0.39
N -1.52 1.17 0.14
C -1.30 0.02 0.20
O -1.02 -1.10 0.34
H -1.89 2.04 -0.36



Q: Look up the multiplicity of the third one.
A: 1